Record 1
{
  "formula": "C3H4N4S",
  "method": "ωB97M-V with the def2-TZVPD basis set",
  "elements": ["C", "C", "S", "N", "N", "H", "H", "N", "C", "N", "H", "H"],
  "coordinates": [[-1.61349, 0.55685, -0.67431], [-2.17356, 0.17135, 0.51273], [-1.41473, -1.26035, 1.02664], [-0.46025, -1.20689, -0.38121], [-0.65558, -0.21644, -1.09129], [-1.94984, 1.54427, -1.18114], [-2.89419, 0.79851, 1.04027], [1.67580, -1.21331, 0.07520], [2.13645, -0.06004, 0.18269], [2.39064, 1.05490, 0.55188], [1.64542, -1.55772, -0.83090], [3.31335, 1.38886, 0.76943]],
  "lowdin_charge": [-0.283, -0.421, 0.988, -0.383, -0.087, 0.139, 0.068, 0.096, -0.366, 0.146, 0.037, 0.065],
  "relative_energy_kcal_mol": 50.1,
  "homo_energy_ha": -0.322,
  "e_tot_ev": -19968.460,
  "lumo_ev": 0.5,
  "mol_weight_g_mol": 128.2,
  "homo_lumo_gap_ev": 9.3,
  "smiles": "c1csnn1.N=C=N"
}

Record 2
{
  "formula": "C13H16N4O3",
  "method": "ωB97M-V with the def2-TZVPD basis set",
  "elements": ["H", "N", "C", "C", "C", "C", "C", "C", "O", "O", "C", "O", "H", "H", "H", "H", "H", "H", "C", "C", "N", "H", "H", "H", "C", "C", "N", "H", "H", "H", "C", "C", "N", "H", "H", "H"],
  "coordinates": [[-2.45502, 2.45573, 1.84694], [-2.44915, 1.78667, 1.07892], [-1.97726, 0.67169, 1.45336], [-1.47352, 0.34200, 2.82660], [-1.86410, -0.44074, 0.41130], [-0.92843, -0.05442, -0.69083], [-1.05522, 0.82918, -1.68656], [0.23226, 0.79945, -2.43915], [0.71963, 1.62834, -3.13065], [0.88255, -0.38636, -2.09197], [0.43161, -0.65326, -0.80745], [1.09248, -1.20492, 0.01251], [-2.04341, -0.48145, 3.25860], [-0.41796, 0.08314, 2.75677], [-1.54636, 1.21494, 3.47276], [-2.84854, -0.67513, 0.01222], [-1.42009, -1.31207, 0.89513], [-1.87521, 1.48530, -1.94321], [-1.94137, 4.23179, -4.96962], [-2.11190, 3.83459, -3.58000], [-2.23992, 3.53034, -2.47958], [-1.13905, 3.64983, -5.41941], [-2.86429, 4.05871, -5.51943], [-1.68735, 5.28848, -5.02097], [2.22240, -1.67796, 3.41199], [1.84758, -0.37004, 3.93287], [1.49506, 0.65258, 4.32109], [2.71227, -1.54598, 2.45234], [2.90123, -2.18921, 4.08848], [1.33259, -2.28802, 3.27352], [3.00399, -3.83162, -0.43984], [3.23175, -3.97927, 0.99100], [3.39912, -4.07218, 2.12408], [1.99371, -4.15175, -0.68550], [3.12250, -2.78781, -0.72482], [3.71741, -4.44055, -0.99151]],
  "lowdin_charge": [0.058, 0.158, -0.410, -0.036, -0.075, -0.106, 0.106, -0.415, 0.171, 0.124, -0.386, 0.160, 0.091, 0.047, 0.080, 0.132, 0.113, 0.078, -0.059, -0.250, 0.150, 0.084, 0.083, 0.085, -0.101, -0.283, 0.132, 0.058, 0.074, 0.082, -0.066, -0.262, 0.142, 0.084, 0.074, 0.083],
  "relative_energy_kcal_mol": 53.1,
  "homo_energy_ha": -0.367,
  "e_tot_ev": -25842.058,
  "lumo_ev": -0.5,
  "mol_weight_g_mol": 276.3,
  "homo_lumo_gap_ev": 9.4,
  "smiles": "[H]/N=C(\\C)CC1=CC(=O)OC1=O.CC#N.CC#N.CC#N"
}

Record 3
{
  "formula": "C3H3O3",
  "method": "ωB97M-V with the def2-TZVPD basis set",
  "elements": ["C", "C", "C", "O", "O", "O", "H", "H", "H"],
  "coordinates": [[-0.60956, -0.20736, 0.29078], [1.33587, 0.68328, 1.19009], [-0.86073, -0.61779, -0.88551], [0.88468, 1.75941, 1.07824], [0.63560, -0.52422, 0.86238], [-1.27777, -1.17900, -1.87393], [-1.24979, 0.63646, 0.60751], [2.26407, 0.25076, 1.53430], [-1.12238, -0.80155, -2.80387]],
  "lowdin_charge": [-0.004, -0.221, 0.069, 0.178, 0.037, 0.332, 0.192, 0.165, 0.251],
  "relative_energy_kcal_mol": 53.6,
  "homo_energy_ha": -0.593,
  "e_tot_ev": -9290.598,
  "lumo_ev": -6.5,
  "mol_weight_g_mol": 87.1,
  "homo_lumo_gap_ev": 9.6,
  "charge": 1
}